Molecular formula: C34H84Cl2N5Na3O11
Method: DFT, wB97M-V/def2-TZVPD

The geometry in ORCA input format:
```
! wB97M-V def2-TZVPD RIJCOSX def2/J DEFGRID3
* xyz 2 1
Na -1.828 3.908 26.907
Na 0.447 3.254 30.326
Na -0.598 0.978 27.945
C 2.610 4.186 26.721
C 1.398 4.449 27.618
O 0.454 3.403 27.732
H 2.288 3.701 25.799
H 3.145 3.391 27.240
H 3.165 5.119 26.618
H 0.944 5.286 27.087
H 1.735 4.728 28.616
Cl 6.161 5.736 28.559
C 6.741 4.094 28.948
C 6.830 3.314 27.606
Cl 7.599 1.659 27.921
H 6.039 3.678 29.670
H 7.748 4.214 29.347
H 7.489 3.797 26.884
H 5.926 3.146 27.021
C 3.323 2.354 30.916
O 2.558 3.288 31.521
C 3.081 4.673 31.409
C 1.951 5.455 32.143
N 0.695 5.426 31.318
C -0.388 6.134 31.998
C -0.130 7.650 32.265
O 0.147 8.202 31.056
C 0.256 9.684 31.144
H 4.307 2.616 31.306
H 3.228 2.179 29.845
H 3.104 1.420 31.435
H 3.103 5.011 30.373
H 4.071 4.755 31.859
H 2.217 6.486 32.379
H 1.847 4.948 33.102
H 0.805 6.082 30.557
H -0.577 5.758 33.004
H -1.199 5.929 31.300
H 0.708 7.798 32.946
H -1.013 8.107 32.712
H -0.612 10.219 30.758
H 0.914 10.158 30.415
H 0.659 10.112 32.062
C 0.441 8.334 27.507
O 1.696 8.788 26.976
C 2.816 8.245 27.618
C 3.225 8.961 28.905
N 4.407 8.290 29.386
C 5.031 8.884 30.580
C 5.935 10.120 30.293
O 6.705 9.997 29.075
C 7.823 10.778 29.185
H -0.381 8.929 27.109
H 0.432 8.409 28.594
H 0.214 7.283 27.325
H 3.709 8.170 26.997
H 2.657 7.215 27.938
H 2.469 8.716 29.651
H 3.200 10.050 28.920
H 5.027 7.902 28.689
H 5.740 8.129 30.918
H 4.310 8.988 31.391
H 6.557 10.319 31.166
H 5.264 10.936 30.028
H 8.535 10.479 29.955
H 7.461 11.784 29.396
H 8.414 10.764 28.269
C 5.302 -6.622 27.260
O 5.215 -5.202 27.487
C 4.560 -4.947 28.712
C 4.567 -3.393 29.115
N 3.720 -2.472 28.326
C 4.382 -1.151 28.356
C 3.557 0.041 27.778
O 3.566 -0.173 26.378
C 3.133 0.926 25.681
H 5.795 -7.111 28.100
H 5.911 -6.902 26.401
H 4.322 -7.073 27.106
H 5.068 -5.427 29.549
H 3.528 -5.287 28.790
H 5.638 -3.201 29.168
H 4.059 -3.546 30.067
H 3.826 -2.783 27.371
H 5.273 -1.332 27.754
H 4.754 -0.938 29.358
H 4.128 0.882 28.172
H 2.606 0.175 28.293
H 2.991 0.596 24.652
H 3.868 1.731 25.673
H 2.168 1.244 26.076
C -0.597 1.167 24.867
O -1.712 1.698 25.730
C -3.010 1.560 25.168
C -3.460 2.856 24.343
N -3.873 3.863 25.262
C -4.005 5.124 24.669
C -2.733 5.744 23.999
O -1.597 5.620 24.683
C -0.549 6.584 24.428
H -0.788 1.149 23.794
H -0.296 0.162 25.161
H 0.201 1.849 25.162
H -3.694 1.249 25.957
H -3.058 0.788 24.399
H -4.310 2.548 23.734
H -2.620 3.187 23.731
H -4.760 3.656 25.698
H -4.330 5.734 25.511
H -4.827 5.181 23.956
H -3.033 6.786 23.878
H -2.571 5.252 23.041
H 0.379 6.269 24.904
H -0.986 7.563 24.626
H -0.427 6.620 23.345
C 9.903 8.981 21.345
O 9.207 7.984 22.024
C 9.244 8.075 23.474
C 8.953 6.656 24.111
N 7.637 6.096 24.114
C 6.772 6.591 25.188
C 5.265 6.075 24.813
O 4.862 7.042 23.769
C 3.683 6.880 23.090
H 9.850 9.041 20.258
H 10.938 9.068 21.675
H 9.457 9.908 21.704
H 10.173 8.565 23.767
H 8.432 8.678 23.879
H 9.706 5.987 23.696
H 9.208 6.755 25.166
H 7.189 6.417 23.268
H 6.982 6.355 26.232
H 6.722 7.674 25.075
H 5.141 5.061 24.432
H 4.628 6.237 25.682
H 3.377 7.857 22.716
H 2.909 6.580 23.796
H 3.683 6.167 22.266
*
```

Values from the calculation:
Highest occupied orbital energy: -11.42 eV
Max |F|: 0.088 Eh/bohr
Orbital gap: 0.172 hartree
E_tot: -3853.76533 hartree